1.
DFT (ωB97M-V/def2-TZVPD) results for a 2-piece molecular cluster, C9H14 overall at a distorted geometry.

Orbital gap, eV: 10.1
SMILES: Cc1ccccc1.CC
F_max, eV Å⁻¹: 1.2

Structure (ORCA input):
```
! wB97M-V def2-TZVPD RIJCOSX def2/J DEFGRID3
* xyz 0 1
C 1.14 -2.21 -0.28
C 0.05 -1.42 0.41
C 0.40 -0.42 1.33
C -0.60 0.25 2.02
C -1.92 -0.17 1.87
C -2.28 -1.12 0.94
C -1.28 -1.67 0.13
H 0.77 -3.21 -0.48
H 2.00 -2.32 0.37
H 1.46 -1.74 -1.21
H 1.46 -0.23 1.40
H -0.33 1.05 2.70
H -2.68 0.25 2.52
H -3.30 -1.49 0.91
H -1.54 -2.32 -0.70
C 1.51 2.17 -1.87
C 0.14 2.08 -1.18
H 2.03 3.02 -1.44
H 2.04 1.23 -1.69
H 1.42 2.21 -2.96
H 0.34 1.83 -0.14
H -0.40 3.02 -1.14
H -0.43 1.22 -1.53
*
```


2.
DFT (ωB97M-V/def2-TZVPD) results for a 2-piece molecular cluster, C9H14 overall at a distorted geometry.

Orbital gap, eV: 10.0
SMILES: Cc1ccccc1.CC
F_max, eV Å⁻¹: 1.2

Structure (ORCA input):
```
! wB97M-V def2-TZVPD RIJCOSX def2/J DEFGRID3
* xyz 0 1
C -1.37 0.46 -2.83
C -0.56 -0.29 -1.81
C 0.51 0.31 -1.16
C 1.29 -0.40 -0.25
C 0.97 -1.69 0.12
C -0.23 -2.22 -0.36
C -0.94 -1.56 -1.34
H -1.09 0.18 -3.85
H -1.20 1.52 -2.71
H -2.43 0.21 -2.77
H 0.82 1.33 -1.38
H 2.13 0.15 0.17
H 1.59 -2.31 0.74
H -0.69 -3.08 0.11
H -1.75 -2.03 -1.89
C -0.49 1.93 3.40
C 0.97 2.11 2.95
H -0.61 1.01 3.98
H -0.83 2.71 4.07
H -1.20 1.81 2.57
H 1.54 1.19 3.09
H 0.98 2.33 1.90
H 1.44 2.87 3.57
*
```


3.
DFT (ωB97M-V/def2-TZVPD) results for a 2-piece molecular cluster, C9H14 overall at a distorted geometry.

Orbital gap, eV: 9.8
SMILES: Cc1ccccc1.CC
F_max, eV Å⁻¹: 5.9

Structure (ORCA input):
```
! wB97M-V def2-TZVPD RIJCOSX def2/J DEFGRID3
* xyz 0 1
C 0.01 3.21 0.47
C -0.27 1.98 -0.26
C -0.03 1.73 -1.62
C -0.47 0.60 -2.31
C -1.21 -0.40 -1.62
C -1.18 -0.42 -0.28
C -0.88 0.92 0.41
H -0.82 3.42 1.24
H 0.23 4.07 -0.17
H 0.99 3.23 1.07
H 0.52 2.49 -2.14
H -0.23 0.63 -3.37
H -1.50 -1.34 -2.12
H -1.42 -1.26 0.42
H -1.07 0.94 1.47
C 1.29 -3.32 2.65
C 1.78 -3.09 1.25
H 1.53 -2.55 3.34
H 0.26 -3.58 2.62
H 1.68 -4.20 3.23
H 1.13 -2.21 0.67
H 1.62 -4.00 0.64
H 2.83 -2.89 1.07
*
```


4.
DFT (ωB97M-V/def2-TZVPD) results for a 2-piece molecular cluster, C9H14 overall at a distorted geometry.

Orbital gap, eV: 9.9
SMILES: Cc1ccccc1.CC
F_max, eV Å⁻¹: 2.7

Structure (ORCA input):
```
! wB97M-V def2-TZVPD RIJCOSX def2/J DEFGRID3
* xyz 0 1
C -1.60 -0.88 1.49
C -1.30 -1.20 0.06
C -0.15 -0.77 -0.55
C 0.19 -1.17 -1.83
C -0.70 -1.90 -2.61
C -1.99 -2.15 -2.08
C -2.20 -1.91 -0.74
H -2.25 0.02 1.40
H -0.79 -0.45 2.08
H -2.22 -1.63 1.98
H 0.52 -0.22 0.10
H 1.13 -1.00 -2.34
H -0.55 -2.11 -3.65
H -2.81 -2.44 -2.71
H -3.11 -2.25 -0.25
C 2.79 2.04 0.92
C 1.61 2.93 1.41
H 3.11 1.47 1.79
H 2.38 1.54 0.04
H 3.68 2.59 0.62
H 1.07 3.44 0.62
H 2.17 3.60 2.09
H 1.01 2.45 2.17
*
```


Q: What is the F_max in the first record?
A: 1.2 eV Å⁻¹